DFT (ωB97M-V/def2-TZVPD) results for a molecular structure, C44H57Cl2MnN7O2S at a distorted geometry.

## Properties
Expectation value of S² ... 9.196
Largest force on an atom ... 0.0333 Eh/bohr
Frontier orbital gap (alpha / beta) ... 7.7 / 6.2 eV
2S+1 ... 6
Total charge ... +2
HOMO (alpha / beta) ... -12.7 / -12.8 eV
DFT total energy ... -4713.66127 a.u.

Element x y z (Å)
Mn -0.0422 0.3685 1.1547
N -0.7556 4.6835 1.5717
C -0.4251 4.5249 2.9085
C -0.3667 5.4355 3.9573
C -0.0675 4.9193 5.1994
C 0.1502 3.5445 5.3883
C 0.0975 2.6498 4.3415
C -0.1746 3.1596 3.0710
N -0.3360 2.5201 1.8415
C -0.6920 3.4611 1.0013
C -1.1022 3.1241 -0.3506
C -1.8132 3.8613 -1.2463
S -2.1702 2.9057 -2.6131
C -1.3242 1.6035 -1.9125
N -0.8175 1.8402 -0.7401
H -1.0204 5.5423 1.1210
H -0.5598 6.4887 3.8136
H -0.0166 5.5836 6.0498
H 0.3537 3.1808 6.3855
H 0.2295 1.5908 4.4929
H -2.1808 4.8693 -1.1556
H -1.2398 0.6520 -2.4089
C -3.7847 -2.6589 -2.5069
C -3.1070 -1.2854 -2.4739
C -3.0732 -0.7103 -3.8947
C -3.7906 -0.3502 -1.4848
C -4.9965 0.2406 -1.8509
C -5.6482 1.1241 -1.0115
C -5.0961 1.4286 0.2209
C -3.8994 0.8571 0.6377
C -3.3807 1.1247 2.0310
C -3.6387 2.5505 2.5140
C -3.9616 0.1043 3.0140
C -3.2573 -0.0396 -0.2240
N -2.0010 -0.6535 0.1537
C -2.1020 -1.9053 0.3862
C -1.0661 -2.9446 0.4812
C -1.5785 -4.1833 0.8341
C -0.8344 -5.3559 0.7644
C 0.4531 -5.3140 0.2313
C 0.9919 -4.1145 -0.1526
C 0.3038 -2.8670 0.0257
N 0.9004 -1.7007 -0.2313
C 2.0852 -1.7585 -1.0408
C 1.8049 -1.5334 -2.4088
C 2.8308 -1.5575 -3.3400
C 4.1355 -1.8053 -2.9408
C 4.3967 -2.0134 -1.6008
C 3.4045 -1.9870 -0.6081
C 3.9307 -2.3288 0.7934
C 5.0888 -1.3980 1.1883
C 2.9456 -2.3667 1.9513
C 0.3679 -1.3535 -2.8749
C 0.2141 -0.3065 -3.9792
C -0.2022 -2.6984 -3.3353
H -3.2866 -3.3171 -3.2199
H -4.8272 -2.5607 -2.8121
H -3.7722 -3.1455 -1.5318
H -2.0731 -1.4375 -2.1466
H -4.0672 -0.7007 -4.3400
H -2.4441 -1.3246 -4.5404
H -2.6997 0.3147 -3.9248
H -5.4323 0.0065 -2.8127
H -6.5853 1.5698 -1.3139
H -5.6130 2.1113 0.8804
H -2.3011 0.9714 2.0309
H -4.6847 2.7007 2.7842
H -3.3829 3.2901 1.7510
H -3.0457 2.7526 3.4065
H -5.0521 0.1539 3.0154
H -3.6051 0.3030 4.0245
H -3.6682 -0.9134 2.7512
H -3.1066 -2.3336 0.4352
H -2.6112 -4.2403 1.1536
H -1.2707 -6.2942 1.0745
H 1.0241 -6.2246 0.1155
H 1.9896 -4.0942 -0.5638
H 2.6056 -1.4260 -4.3897
H 4.9280 -1.8939 -3.6729
H 5.4041 -2.2776 -1.3064
H 4.3556 -3.3344 0.6868
H 4.7234 -0.3815 1.3449
H 5.8949 -1.3687 0.4566
H 5.5251 -1.7412 2.1257
H 2.4663 -1.4026 2.1045
H 3.4919 -2.6183 2.8613
H 2.1623 -3.1105 1.8360
H -0.2177 -1.0181 -2.0109
H 0.6541 -0.6362 -4.9201
H 0.6721 0.6480 -3.7055
H -0.8441 -0.1270 -4.1778
H 0.3601 -3.0709 -4.1932
H -1.2447 -2.5934 -3.6362
H -0.1496 -3.4532 -2.5492
O -0.3012 0.0120 2.9677
O -0.0369 -1.1181 2.2724
N 5.4121 1.4381 -2.0738
C 3.9077 1.5621 -2.1029
C 3.3666 1.4005 -0.6857
N 1.9252 1.2423 -0.6519
H 5.8267 1.5637 -3.0010
H 5.6691 0.5014 -1.7391
H 5.8352 2.1256 -1.4427
H 3.5565 0.7548 -2.7452
H 3.6596 2.5257 -2.5470
H 3.6693 2.2384 -0.0553
H 3.7993 0.4938 -0.2566
H 1.6669 0.4378 -1.2156
H 1.4304 2.0492 -1.0170
Cl 2.7588 1.5162 2.4169
C 3.2267 1.1125 4.0928
Cl 3.8691 2.5094 4.9378
H 3.9911 0.3451 4.0417
H 2.3343 0.7581 4.5951

These are the Löwdin partial charges, in e, on atoms 1 to 4: 0.880, 0.200, -0.175, 0.000

DFT (ωB97M-V/def2-TZVPD) results for 2 unconnected molecules or ions with the total composition C6H8O6P2 at a distorted geometry.

## Properties
Expectation value of S² ... 2.027
Largest force on an atom ... 0.0989 Eh/bohr
Frontier orbital gap (alpha / beta) ... 5.0 / 5.3 eV
2S+1 ... 3
Total charge ... -2
HOMO (alpha / beta) ... 0.6 / -0.8 eV
DFT total energy ... -1367.55425 a.u.

Element x y z (Å)
C 0.2564 -1.9245 -0.0575
C -0.1678 -3.0540 0.1369
C 2.5218 -0.1434 0.4238
C 1.3323 0.2883 0.0507
C 3.4731 0.8573 0.9822
C 0.3692 -0.6160 -0.4727
O -3.4043 1.9775 1.7096
O -3.8761 0.0038 0.1554
O -2.6625 2.0974 -0.7214
O -0.4219 -4.1177 0.5005
O -1.9354 -0.9454 -1.8532
O -1.4195 0.4276 0.8152
P -0.8084 0.0582 -1.7330
P -2.7718 1.1434 0.6817
H 2.6564 -1.2075 0.4607
H 0.9306 1.3033 0.1318
H 2.9633 1.8462 0.7494
H 3.5046 0.5045 2.0899
H 4.6020 0.9062 0.6812
H -3.2959 -0.5636 -0.4653
H -2.2127 1.5545 -1.5245
H 0.3664 -0.3962 -2.7414

These are the Löwdin partial charges, in e, on atoms 1 to 4: -0.002, -0.291, -0.228, -0.207

DFT (ωB97M-V/def2-TZVPD) results for a molecular structure, C10H40N20O10Ti at a distorted geometry.

## Properties
Energy above the lowest of the compared OMol25 structures with the same formula, charge and spin ... 92.4 kcal per mole
Expectation value of S² ... 3.752
Largest force on an atom ... 0.2162 Eh/bohr
Frontier orbital gap (alpha / beta) ... 3.4 / 8.6 eV
2S+1 ... 4
Total charge ... +1
HOMO (alpha / beta) ... -5.7 / -10.9 eV
DFT total energy ... -3101.96236 a.u.

Element x y z (Å)
Ti -0.1367 0.5902 -0.6292
C -0.2542 2.8573 1.1733
O -0.8436 1.8435 1.2228
N 1.0168 2.9436 0.9175
N -0.7970 3.9769 1.6668
H 1.5087 3.8242 0.8653
H 1.5666 2.0977 0.9654
H -0.1667 4.7099 1.9593
H -1.7852 4.0246 1.8701
C -0.4487 -2.0086 3.7083
O -0.4882 -2.0733 4.9200
N -1.5128 -2.1324 2.9936
N 0.6607 -1.9719 3.0679
H -1.3556 -2.4610 2.0516
H -2.2991 -2.5650 3.4569
H 1.5579 -1.9430 3.5307
H 0.6651 -2.3573 2.1343
C 2.1235 3.8845 -2.2239
O 1.8016 5.0401 -1.9767
N 1.3636 2.9817 -2.6818
N 3.2786 3.3596 -1.9841
H 0.3829 3.0146 -2.4426
H 1.7913 2.0688 -2.7438
H 3.5135 2.4540 -2.3648
H 4.0059 3.9787 -1.6557
C -0.9717 -2.7656 -0.2839
O -0.8621 -1.5500 -0.1763
N -1.9924 -3.4010 -0.4046
N 0.0789 -3.5591 -0.2211
H -2.0665 -4.3439 -0.7588
H -2.7051 -2.7124 -0.5995
H -0.0439 -4.5299 -0.4712
H 0.9418 -3.0399 -0.2981
C 3.1346 -0.0189 0.4449
O 2.0519 0.1286 -0.0543
N 3.8237 -1.1662 0.6667
N 3.9310 0.8937 0.8718
H 4.7318 -1.2241 1.1050
H 3.4348 -1.9562 0.1719
H 3.5771 1.8396 0.8598
H 4.8100 0.5464 1.2279
C -2.4063 1.9556 -2.4909
O -1.5006 2.1020 -1.7643
N -3.3156 1.0614 -2.4493
N -2.5368 2.6024 -3.6137
H -3.8561 1.0141 -3.3012
H -3.5119 0.5122 -1.6247
H -1.8160 3.2492 -3.9004
H -3.1862 2.2942 -4.3232
C 0.6875 -0.9904 -3.7109
O 0.4952 -0.2418 -2.8076
N 0.2662 -0.7513 -4.8870
N 1.3208 -2.0656 -3.5610
H -0.0564 0.2023 -4.9684
H 0.4527 -1.3015 -5.7133
H 1.7583 -2.2101 -2.6622
H 1.3728 -2.7859 -4.2670
C -4.2253 0.8262 0.6900
O -3.7572 -0.1992 0.1762
N -5.4907 0.9618 1.0332
N -3.7103 1.9529 0.9283
H -6.0675 0.1609 0.8189
H -5.6615 1.6497 1.7528
H -4.2294 2.6206 1.4802
H -2.7296 2.1462 0.7832
C -2.1245 1.9303 5.4981
O -2.6547 2.8878 6.0365
N -1.7040 0.8510 6.0863
N -2.0925 1.6453 4.2208
H -1.3429 0.9815 7.0205
H -1.0332 0.3095 5.5600
H -2.5755 2.3382 3.6670
H -1.9390 0.6720 3.9989
C 3.4631 -3.9887 -1.6132
O 2.7540 -3.0306 -1.3390
N 3.7397 -4.9347 -0.8092
N 4.0548 -4.3410 -2.6787
H 4.1112 -5.7454 -1.2834
H 3.3625 -4.8463 0.1235
H 3.8518 -3.7901 -3.5005
H 4.8106 -4.9828 -2.4867

These are the Löwdin partial charges, in e, on atoms 1 to 4: 0.669, -0.774, -0.007, 0.207

DFT (ωB97M-V/def2-TZVPD) results for a molecular structure, C50H65AsBeF6N11 at a distorted geometry.

## Properties
Largest force on an atom ... 0.1699 Eh/bohr
Frontier orbital gap ... 3.1 eV
Total charge ... +1
HOMO ... -11.0 eV
DFT total energy ... -5395.90487 a.u.

Element x y z (Å)
Be 1.6207 2.1159 -4.4774
As 0.4614 -0.0939 -0.9418
F -0.4987 -1.1776 -2.0337
F -1.0434 0.8095 -0.7116
F 1.3796 1.1178 0.0713
F 2.0478 -1.0413 -1.2695
F 0.9123 1.0135 -2.2889
F 0.0507 -1.1360 0.4749
N 4.9653 -5.5731 2.0850
C 5.5496 -5.0981 0.9552
C 4.8719 -4.3142 0.0445
C 3.5677 -3.9228 0.4462
C 2.9636 -4.4516 1.5554
C 3.6699 -5.3266 2.3598
H 6.6134 -5.2248 0.8182
H 5.3086 -3.9188 -0.8607
H 3.0386 -3.2391 -0.2010
H 2.0533 -4.0386 1.9644
H 3.3410 -5.6231 3.3449
N 3.9035 -0.7234 5.3415
C 3.0236 0.2842 5.6528
C 2.2259 0.9136 4.6934
C 2.2861 0.4813 3.3574
C 3.1435 -0.5734 3.0615
C 3.9222 -1.1455 4.0486
H 3.1761 0.6342 6.6631
H 1.5890 1.7419 4.9666
H 1.6702 0.9715 2.6180
H 3.1081 -0.9416 2.0468
H 4.5863 -1.9733 3.8487
N -1.0204 4.3455 2.1753
C -0.9178 4.2709 3.5223
C -1.1168 3.0791 4.2793
C -1.3372 1.8919 3.5781
C -1.3168 1.8915 2.1879
C -1.2217 3.1542 1.5544
H -0.7214 5.1704 4.0869
H -1.0580 3.1316 5.3564
H -1.3574 0.9964 4.1815
H -1.4949 0.9489 1.6918
H -1.1562 3.2354 0.4794
N -0.2093 3.7484 -3.5892
C -0.2567 4.0439 -2.2364
C -1.0275 5.0827 -1.7387
C -1.8020 5.8698 -2.6140
C -1.7970 5.6104 -4.0356
C -1.0030 4.5299 -4.4344
H 0.3128 3.4546 -1.5330
H -0.9643 5.3728 -0.7003
H -2.4749 6.6634 -2.3245
H -2.4591 6.1150 -4.7237
H -1.0807 4.2348 -5.4704
N -0.6134 0.8529 -5.2573
C -1.6848 0.7177 -4.3711
C -2.5332 -0.3943 -4.3652
C -2.4620 -1.3072 -5.4250
C -1.5267 -1.0805 -6.4326
C -0.6294 -0.0175 -6.3297
H -1.7661 1.3670 -3.5119
H -3.1667 -0.5047 -3.4975
H -3.0665 -2.1996 -5.3576
H -1.5309 -1.7348 -7.2919
H -0.0043 0.1703 -7.1902
N -0.0593 -5.2379 -2.3916
C -0.6240 -6.0726 -3.3389
C -1.7723 -5.7409 -4.0132
C -2.4342 -4.5766 -3.6552
C -1.8922 -3.7408 -2.7153
C -0.7143 -4.0731 -2.1011
H 0.0361 -6.8442 -3.7066
H -2.1332 -6.3468 -4.8312
H -3.2682 -4.2162 -4.2391
H -2.4110 -2.8460 -2.4047
H -0.3064 -3.4621 -1.3095
C 5.5670 -0.6923 -0.7921
C 5.5630 0.5317 0.1382
C 5.3510 1.8505 -0.6115
C 4.2900 1.8809 -1.6294
N 3.4487 1.9607 -2.4095
H 4.5423 -1.0094 -0.9856
H 6.0434 -1.5670 -0.3493
H 6.0899 -0.5005 -1.7291
H 6.5047 0.5587 0.6865
H 4.7935 0.3668 0.8923
H 6.3022 2.1729 -1.0350
H 5.1362 2.6327 0.1166
C -4.1726 3.1630 -0.6174
C -4.2046 2.0501 -1.7019
C -5.6118 1.3701 -1.6364
C -5.8105 0.1640 -2.4614
N -5.9497 -0.7184 -3.0934
H -4.9758 3.8923 -0.7231
H -3.2149 3.6812 -0.6664
H -4.3369 2.6840 0.3479
H -3.4668 1.3032 -1.4088
H -3.9483 2.4530 -2.6817
H -6.2728 2.2091 -1.8539
H -5.7300 1.0434 -0.6033
C -1.9384 -2.8299 3.2407
C -0.7962 -3.5810 3.9222
C 0.3776 -2.6251 4.3392
C -0.1136 -1.5807 5.2055
N -0.5026 -0.7097 5.9125
H -2.3375 -2.0733 3.9163
H -2.7132 -3.4945 2.8586
H -1.5856 -2.3415 2.3324
H -0.3922 -4.3815 3.3023
H -1.1692 -3.9931 4.8598
H 0.9589 -2.2924 3.4792
H 1.0660 -3.2084 4.9507
C -3.6034 -1.3069 -0.0868
C -3.9901 -2.7747 -0.1683
C -5.2789 -3.1740 -0.9596
C -6.4985 -2.4728 -0.6089
N -7.4815 -1.9409 -0.3007
H -3.5626 -0.8575 -1.0790
H -2.5945 -1.1986 0.3112
H -4.3031 -0.6749 0.4600
H -4.0354 -3.0905 0.8739
H -3.1477 -3.3730 -0.5156
H -5.4856 -4.2438 -0.9305
H -5.2250 -2.9451 -2.0240
C 2.9999 4.7215 3.6767
C 3.5180 3.7864 2.6233
C 2.5863 3.4959 1.4737
C 2.3844 4.5980 0.4832
N 2.2111 5.5215 -0.1973
H 2.7541 5.7267 3.3344
H 3.7255 4.7886 4.4873
H 2.0816 4.3712 4.1481
H 3.6098 2.8249 3.1284
H 4.4867 4.0044 2.1737
H 1.6089 3.0752 1.7099
H 2.9837 2.6689 0.8852

These are the Löwdin partial charges, in e, on atoms 1 to 4: 1.134, 0.998, -0.264, -0.264